(1)
The following is a quantum chemistry calculation of a 4-piece molecular cluster, CH9NO3 overall, from the Open Molecules 2025 dataset.

Calculated values
Kohn-Sham gap   10.945 eV
SMILES string   C=N.O.O.O
M   83.09 g mol⁻¹
LUMO   0.87 eV
Energy above the lowest of the compared OMol25 structures with the same formula, charge and spin   0.405 eV

The geometry in ORCA input format:
```
! RIJCOSX wB97M-V def2-TZVPD def2/J DEFGRID3
* xyz 0 1
O -0.0200 -2.2095 1.6283
O 0.9973 0.3604 1.5079
O -1.3760 -0.9736 -0.5992
N -0.1451 1.6531 -1.0405
C 0.6214 1.9792 -1.9862
H -0.6732 0.8029 -1.2401
H 0.6182 -1.4816 1.4807
H 1.2636 2.8571 -1.9262
H 1.3148 0.9691 2.1829
H 0.3998 -2.9371 1.1617
H 0.7704 1.3622 -2.8792
H -1.1038 -1.3646 0.2610
H -1.9351 -1.6519 -0.9919
H 0.7560 0.9784 0.8124
*
```

natural (NBO) population analysis, charges in e, atoms 1 to 2: atom 1 (O): -0.963, atom 2 (O): -0.974

---

(2)
The following is a quantum chemistry calculation of a 2-piece molecular cluster, C4H12 overall in a non-equilibrium geometry, from the Open Molecules 2025 dataset.

Calculated values
Kohn-Sham gap   12.430 eV
SMILES string   CC.CC
M   60.14 g mol⁻¹
LUMO   1.10 eV
Energy above the lowest of the compared OMol25 structures with the same formula, charge and spin   1.249 eV

The geometry in ORCA input format:
```
! RIJCOSX wB97M-V def2-TZVPD def2/J DEFGRID3
* xyz 0 1
C -2.3558 -1.8207 -0.9566
C 1.9691 1.4945 1.7259
C -1.0005 -1.1922 -0.9920
C 1.4350 1.5357 0.2895
H 0.8495 0.6233 0.1646
H 0.6742 2.4767 0.0205
H -2.7717 -2.1150 -0.0027
H 2.1168 0.4074 1.8653
H 1.2190 1.8601 2.4921
H -1.0722 -0.0653 -0.9477
H -3.2684 -1.2367 -1.3082
H 2.1631 1.5565 -0.5085
H 2.9650 2.1211 1.8243
H -0.2424 -1.5275 -0.1971
H -0.3773 -1.4847 -1.9181
H -2.3035 -2.6333 -1.5514
*
```

natural (NBO) population analysis, charges in e, atoms 1 to 2: atom 1 (C): -0.623, atom 2 (C): -0.620

---

(3)
The following is a quantum chemistry calculation of an isolated ion of composition C7H13O and charge -1 in a non-equilibrium geometry, from the Open Molecules 2025 dataset.

Calculated values
Kohn-Sham gap   5.090 eV
M   113.18 g mol⁻¹
LUMO   4.11 eV
Energy above the lowest of the compared OMol25 structures with the same formula, charge and spin   0.685 eV

The geometry in ORCA input format:
```
! RIJCOSX wB97M-V def2-TZVPD def2/J DEFGRID3
* xyz -1 1
O -0.0958 -2.2304 1.1434
C -2.3624 2.7306 0.1101
C 0.6469 -2.7322 0.0424
C 1.0070 -1.6661 -0.9740
C -1.0505 2.1057 0.5736
C 0.8103 0.4414 0.5261
C 1.6939 -0.4128 -0.3590
C -0.3422 1.0634 0.0229
H 2.0826 0.1600 -1.2256
H 1.2873 0.7572 1.4480
H -0.6391 0.7425 -0.9816
H 0.1160 -1.2721 -1.3986
H 2.5750 -0.7854 0.1757
H -2.8829 3.0634 1.0113
H -0.6416 2.5516 1.4823
H -0.1022 -1.2468 1.0800
H -2.2351 3.6104 -0.5103
H 1.5993 -2.0646 -1.7981
H -0.0223 -3.4521 -0.4563
H -2.9522 1.9282 -0.3387
H 1.5082 -3.2918 0.4264
*
```

natural (NBO) population analysis, charges in e, atoms 1 to 2: atom 1 (O): -0.791, atom 2 (C): -0.622